## one
This record from OMol25 describes a cluster of 2 separate species, C2Cl2FNS in total. The level of theory is wB97M-V/def2-TZVPD.

Each line ends with the Mulliken charge.
Element x y z (Å)
C -1.82 -0.15 0.37  0.39
C 0.98 0.07 -0.26  0.33
N -1.86 -1.05 1.05  -0.39
F 0.90 -0.19 1.03  -0.11
S -1.24 1.23 -0.30  -0.17
Cl 2.06 1.36 -0.63  -0.06
Cl 0.98 -1.27 -1.26  0.01

The value obtained for the HOMO energy is -9.593 eV. Its gap between HOMO and LUMO is 7.55 eV. As for the molar mass: 160.000 g/mol. The LUMO energy is -2.04 eV.


## two
This record from OMol25 describes an isolated molecule of C2Cl2FNS. The level of theory is wB97M-V/def2-TZVPD.

Each line ends with the Mulliken charge.
Element x y z (Å)
N -0.88 -1.22 -2.33  -0.31
C -0.16 -0.48 -1.86  0.31
S 0.88 0.55 -0.94  0.00
C 0.10 0.40 0.83  0.34
F -1.12 0.97 1.01  -0.14
Cl 1.25 1.16 2.03  -0.11
Cl -0.07 -1.38 1.25  -0.09

The value obtained for the HOMO energy is -10.824 eV. Its gap between HOMO and LUMO is 10.07 eV. As for the molar mass: 160.000 g/mol. The LUMO energy is -0.76 eV.


It is two that is the most stable of them.


## one
This record from OMol25 describes a cluster of 11 separate species, C32H91N5O11 in total. The level of theory is wB97M-V/def2-TZVPD.

Each line ends with the Mulliken charge.
Element x y z (Å)
C 5.48 -4.62 3.41  -0.56
O 4.07 -5.02 3.28  -0.49
C 3.12 -4.14 2.51  -0.10
C 3.46 -4.31 0.97  0.38
C 2.36 -3.72 0.09  -0.08
N 3.48 -5.70 0.55  -0.73
H 5.92 -4.40 2.44  0.25
H 6.06 -5.46 3.79  0.29
H 5.54 -3.76 4.07  0.20
H 2.09 -4.43 2.69  0.23
H 3.27 -3.08 2.74  0.15
H 4.44 -3.96 0.64  0.07
H 2.15 -2.74 0.54  -0.15
H 1.46 -4.32 -0.02  -0.35
H 2.71 -3.48 -0.92  0.40
H 2.51 -5.97 0.49  0.16
H 3.80 -6.38 1.22  0.32
C -0.32 -6.83 0.89  -0.84
O -0.24 -6.04 -0.29  -0.38
C -1.57 -5.51 -0.58  -0.22
C -1.58 -4.54 -1.80  0.20
C -0.61 -3.37 -1.80  -0.48
N -2.86 -4.18 -2.52  -0.77
H -1.30 -7.20 1.19  0.42
H 0.00 -6.28 1.78  0.23
H 0.32 -7.71 0.87  0.32
H -2.30 -6.31 -0.69  0.49
H -1.80 -5.01 0.36  -0.18
H -1.25 -5.19 -2.61  0.18
H -0.55 -3.03 -0.77  -0.19
H -0.96 -2.52 -2.39  0.40
H 0.37 -3.71 -2.13  0.28
H -2.57 -3.68 -3.35  0.31
H -3.29 -3.49 -1.92  0.27
C -0.43 7.23 -2.69  -0.71
O -1.52 6.81 -1.81  -0.44
C -1.68 5.45 -1.55  -0.44
C -2.99 5.25 -0.71  0.41
C -3.35 3.77 -0.55  -1.04
N -4.10 5.92 -1.43  -0.77
H 0.52 6.97 -2.22  0.27
H -0.40 8.30 -2.89  0.27
H -0.51 6.68 -3.62  0.29
H -1.80 4.88 -2.47  0.14
H -0.82 5.15 -0.96  0.39
H -2.80 5.60 0.30  0.32
H -3.61 3.22 -1.45  0.23
H -4.13 3.60 0.19  0.45
H -2.47 3.21 -0.24  0.03
H -4.46 6.54 -0.71  0.28
H -3.60 6.53 -2.06  0.35
C -2.48 2.12 -4.33  -0.66
O -2.81 0.80 -3.94  -0.32
C -4.09 0.76 -3.40  -0.49
C -4.47 -0.73 -3.09  0.57
C -6.02 -0.93 -3.30  -1.81
N -4.02 -1.21 -1.82  -0.21
H -1.55 2.03 -4.89  0.22
H -2.32 2.90 -3.58  0.09
H -3.13 2.63 -5.04  0.47
H -4.17 1.31 -2.46  0.06
H -4.81 1.26 -4.05  0.50
H -4.04 -1.39 -3.84  0.06
H -6.26 -0.59 -4.31  0.48
H -6.68 -0.35 -2.66  0.38
H -6.27 -1.98 -3.16  0.43
H -4.80 -1.24 -1.18  0.28
H -3.42 -0.55 -1.37  -0.10
C 2.59 0.14 -2.44  -0.18
O 2.68 1.61 -2.38  -0.39
C 1.62 2.30 -3.06  0.23
C 1.77 2.40 -4.64  0.34
C 3.14 2.66 -5.12  -1.62
N 0.99 3.50 -5.16  -0.54
H 2.82 -0.28 -3.42  0.41
H 1.61 -0.25 -2.15  -0.06
H 3.27 -0.36 -1.75  -0.06
H 0.63 1.90 -2.85  -0.36
H 1.56 3.31 -2.64  0.27
H 1.42 1.49 -5.12  0.30
H 3.87 1.91 -4.83  0.32
H 3.52 3.63 -4.80  0.36
H 3.19 2.67 -6.20  0.45
H 0.78 3.50 -6.15  0.26
H 1.46 4.37 -4.98  0.27
C 5.68 0.66 0.82  -1.28
C 4.85 -0.59 0.92  0.78
O 5.19 -1.27 2.12  -0.51
H 5.50 1.25 -0.08  0.27
H 6.75 0.44 0.82  0.36
H 5.45 1.21 1.73  0.32
H 4.96 -1.17 0.00  0.38
H 3.82 -0.26 1.04  -0.58
H 4.96 -0.80 2.93  0.31
C -2.60 3.40 3.11  -1.46
C -2.36 1.79 2.96  0.62
O -2.42 1.43 4.30  -0.47
H -1.88 3.89 3.76  0.45
H -3.61 3.64 3.45  0.50
H -2.47 3.84 2.12  0.13
H -1.42 1.57 2.45  -0.29
H -3.12 1.41 2.28  0.19
H -2.96 2.07 4.78  0.33
C 2.62 2.31 2.23  0.40
C 3.21 3.66 1.78  -0.75
O 3.32 4.54 2.85  -0.53
H 1.53 2.33 2.20  0.05
H 2.87 2.11 3.27  0.23
H 2.90 1.49 1.56  -0.52
H 2.65 4.19 1.00  0.29
H 4.14 3.52 1.23  0.38
H 4.18 4.94 2.73  0.32
C 0.19 -0.49 5.69  -0.42
C 1.13 0.51 4.91  -0.35
O 1.73 -0.27 3.89  -0.17
H -0.54 0.08 6.26  0.32
H 0.74 -1.13 6.38  0.34
H -0.24 -1.06 4.87  -0.32
H 1.85 1.03 5.53  0.43
H 0.49 1.30 4.49  0.13
H 0.96 -0.64 3.44  0.05
C -0.70 0.37 -0.50  -0.71
C 0.30 -0.20 0.54  1.51
O -0.29 -1.33 1.20  0.06
H -0.34 1.26 -1.02  0.11
H -1.70 0.65 -0.18  0.29
H -0.85 -0.24 -1.39  0.15
H 0.48 0.54 1.32  -0.81
H 1.21 -0.41 -0.02  -0.41
H -1.18 -1.12 1.50  -0.02
C -2.37 -3.66 3.05  -0.87
C -2.81 -2.46 3.88  -0.15
O -3.03 -1.35 2.99  -0.52
H -2.23 -4.54 3.69  0.44
H -1.43 -3.51 2.53  0.02
H -3.14 -3.96 2.34  0.32
H -2.05 -2.15 4.59  0.05
H -3.75 -2.67 4.38  0.39
H -3.09 -0.54 3.50  0.23

The value obtained for the HOMO energy is -8.455 eV. Its gap between HOMO and LUMO is 8.85 eV. As for the molar mass: 722.104 g/mol. The LUMO energy is 0.40 eV.


## two
This record from OMol25 describes a structure of composition C32H91N5O11. The level of theory is wB97M-V/def2-TZVPD.

Each line ends with the Mulliken charge.
Element x y z (Å)
C 1.00 2.41 3.17  -0.85
C -0.24 2.94 2.41  2.13
C -1.49 2.94 3.31  -2.08
O -1.99 1.61 3.51  0.21
C -3.09 1.56 4.40  -0.95
N 0.17 4.31 2.10  -0.50
H 1.43 3.07 3.93  0.59
H 1.89 2.39 2.54  0.91
H 1.00 1.38 3.53  -1.57
H -0.55 2.29 1.59  -0.85
H -2.25 3.50 2.77  0.29
H -1.40 3.43 4.27  0.41
H -3.95 2.08 3.98  0.38
H -2.87 1.94 5.39  0.37
H -3.40 0.52 4.51  -0.22
H 0.45 4.94 2.84  0.29
H -0.46 4.88 1.56  0.20
C -2.29 2.79 -4.70  -1.14
C -1.64 1.55 -5.31  1.68
C -1.96 0.15 -4.75  -0.71
O -1.91 0.28 -3.33  -0.36
C -2.32 -1.02 -2.76  -0.62
N -1.65 1.55 -6.76  -0.80
H -1.99 3.62 -5.33  0.33
H -1.79 2.94 -3.74  0.12
H -3.37 2.69 -4.56  0.26
H -0.62 1.65 -4.94  -1.32
H -1.12 -0.48 -5.05  0.34
H -2.93 -0.25 -5.04  0.59
H -2.43 -0.86 -1.69  -0.62
H -1.55 -1.74 -3.05  0.88
H -3.28 -1.36 -3.14  0.71
H -2.10 0.69 -7.06  0.34
H -0.67 1.40 -6.94  0.39
C 2.67 1.32 -3.18  -1.74
C 1.38 0.68 -3.84  -0.11
C 1.57 -0.64 -4.59  -1.20
O 0.27 -0.96 -5.26  -0.35
C 0.19 -2.29 -5.64  -0.95
N 0.43 0.46 -2.84  1.26
H 2.53 2.37 -2.93  0.12
H 3.52 1.35 -3.86  0.61
H 3.03 0.68 -2.37  -0.25
H 0.88 1.42 -4.47  1.57
H 1.92 -1.48 -3.99  0.36
H 2.26 -0.30 -5.35  0.53
H -0.74 -2.56 -6.15  0.31
H 0.11 -2.94 -4.76  0.18
H 1.04 -2.58 -6.25  0.40
H -0.47 0.17 -3.20  -0.07
H 0.29 1.27 -2.25  0.44
C 1.53 -1.89 -1.13  -0.54
C 0.13 -1.80 -0.46  2.39
C -0.39 -0.41 -0.16  -0.20
O -1.50 -0.48 0.69  0.56
C -2.21 0.73 0.89  0.05
N -0.79 -2.60 -1.13  0.42
H 1.81 -2.93 -1.29  -0.91
H 2.29 -1.57 -0.42  0.07
H 1.68 -1.23 -1.99  -0.51
H 0.15 -2.18 0.57  -0.39
H -0.59 0.03 -1.14  0.37
H 0.48 0.21 0.08  -0.20
H -1.53 1.58 0.99  -0.48
H -2.64 0.67 1.89  -0.52
H -2.91 0.93 0.08  0.59
H -1.52 -2.79 -0.46  0.41
H -1.25 -2.01 -1.82  -1.77
C 2.87 -0.84 1.74  -0.87
C 2.78 0.49 2.51  1.77
C 2.80 0.31 4.06  -1.07
O 2.69 1.63 4.67  -0.49
C 2.17 1.59 6.00  -0.88
N 3.99 1.26 2.15  -0.79
H 2.08 -1.53 2.05  0.07
H 3.82 -1.32 1.96  0.72
H 2.75 -0.73 0.66  -0.76
H 1.94 1.14 2.23  -0.09
H 3.82 -0.01 4.30  0.65
H 2.07 -0.43 4.41  0.25
H 2.62 0.87 6.68  0.42
H 1.13 1.31 6.14  0.18
H 2.20 2.51 6.59  0.34
H 4.03 1.61 1.20  0.29
H 3.94 2.11 2.69  0.53
C 0.60 3.66 -0.96  0.35
C -0.33 2.72 -1.71  -0.33
O 0.20 2.67 -3.04  -0.91
H 0.33 3.61 0.10  -1.04
H 0.61 4.66 -1.38  0.63
H 1.61 3.28 -1.10  0.32
H -1.39 2.97 -1.72  0.80
H -0.15 1.77 -1.22  -0.32
H -0.10 3.50 -3.42  0.56
C 0.19 -1.84 3.69  -2.26
C -0.23 -0.31 3.53  -0.03
O -1.55 -0.23 3.17  0.36
H -0.49 -2.32 4.40  0.61
H 1.11 -2.05 4.25  0.69
H 0.24 -2.38 2.74  -0.22
H 0.43 0.15 2.80  0.35
H -0.16 0.19 4.50  0.42
H -1.77 0.70 3.15  -0.07
C 1.86 -4.99 -1.67  -1.33
C 0.29 -4.92 -1.96  0.11
O 0.10 -3.85 -2.86  -0.60
H 2.46 -4.89 -2.57  0.30
H 2.17 -5.93 -1.21  0.46
H 2.10 -4.20 -0.96  0.41
H -0.38 -4.88 -1.09  -0.02
H 0.18 -5.87 -2.47  0.43
H 0.20 -3.01 -2.41  0.12
C -4.12 -0.80 2.55  -0.91
C -3.79 -1.26 3.91  -0.05
O -2.68 -2.04 4.08  -0.63
H -3.46 0.05 2.35  1.01
H -5.10 -0.34 2.49  0.74
H -3.99 -1.62 1.85  -0.05
H -4.69 -1.72 4.34  0.29
H -3.70 -0.36 4.51  0.34
H -1.88 -1.57 3.84  0.07
C 4.19 0.54 -0.61  -1.50
C 2.91 1.42 -0.23  0.53
O 3.47 2.42 0.62  -0.66
H 4.79 0.20 0.23  0.33
H 4.93 1.01 -1.26  0.25
H 3.79 -0.21 -1.29  0.62
H 2.13 0.89 0.32  0.33
H 2.42 1.98 -1.02  -0.96
H 2.79 3.07 0.82  0.40
C -1.79 -4.31 1.01  -0.97
C -2.20 -2.91 1.44  -0.61
O -2.62 -2.08 0.36  -0.80
H -0.92 -4.23 0.35  -0.38
H -2.52 -4.93 0.49  0.30
H -1.33 -4.89 1.81  0.45
H -1.46 -2.36 2.02  0.45
H -3.09 -2.92 2.07  0.62
H -2.19 -1.23 0.39  1.43

The value obtained for the HOMO energy is -7.229 eV. Its gap between HOMO and LUMO is 7.35 eV. As for the molar mass: 722.104 g/mol. The LUMO energy is 0.12 eV.


It is one that is the most stable of them.